No. 1
Here is C42H37I2N2O2P2Ru as an isolated structure from the OMol25 dataset. Energies are from the ωB97M-V functional and the def2-TZVPD basis.

LUMO energy (alpha / beta) ... -5.6670 / -7.7940 eV
2S+1 ... 6
ΔE to the lowest compared entry with this formula, charge and spin ... 0.000 eV
Charge ... +2
⟨S²⟩ ... 8.767
Gap between HOMO and LUMO (alpha / beta) ... 7.24 / 5.54 eV
Highest occupied orbital energy (alpha / beta) ... -12.9020 / -13.3301 eV

Geometry as XYZ:
```
88
Properties=species:S:1:pos:R:3:forces:R:3
H 0.86375 4.38089 -2.83066 0.0065 0.0051 -0.0094
C -2.48460 -0.12111 -1.51871 0.0260 0.0226 -0.0673
C 1.16953 1.74543 6.92058 0.0020 -0.0016 -0.0343
C 2.35673 -5.00034 -0.10590 -0.0079 -0.0219 0.0271
C 1.85913 2.91681 6.64785 -0.0062 0.0019 0.0063
C 2.04175 3.32454 5.33303 0.0241 0.0324 0.0489
H 2.25210 3.51538 7.45838 0.0014 0.0001 0.0027
C 1.33418 -5.19847 0.81132 0.0137 -0.0103 -0.0058
H 1.87664 -1.41750 -4.81198 -0.0010 0.0003 -0.0069
C 0.36228 0.51420 3.41536 -0.0011 0.0258 0.1166
C -0.02871 1.32885 2.15961 -0.0695 0.0481 -0.0173
C -3.16300 3.98194 -3.42581 -0.0075 0.0187 -0.0063
C 3.91438 -0.78745 -4.83733 -0.0144 -0.0028 -0.0074
H 3.80754 -1.03663 -0.97805 -0.0077 -0.0011 0.0005
N 0.66340 0.78855 1.09822 0.1448 -0.0784 -0.0397
H -5.45543 -1.64595 -2.08408 -0.0021 -0.0021 -0.0014
C 0.65585 0.98164 5.88145 0.0359 0.0629 -0.0645
C 1.43198 4.22881 -1.92057 -0.0211 -0.0024 -0.0495
C -1.98278 -2.47974 3.83552 -0.0101 0.0187 0.0032
H 2.12398 -0.80491 3.43909 -0.0082 -0.0064 0.0057
H 0.04124 -2.22529 3.18277 0.0020 -0.0134 0.0021
O 2.39340 -0.60843 0.73588 -0.0294 0.0576 0.0799
H -4.03312 0.00969 4.85624 -0.0001 0.0044 0.0018
C -0.85778 -0.35204 3.73561 0.0087 -0.0005 -0.0053
C 1.60386 -0.11467 1.55870 -0.0555 0.0386 -0.0255
C 2.32795 -3.90450 -0.95442 -0.0030 0.0084 -0.0117
H -1.59855 -0.74195 -4.34791 0.0053 0.0044 -0.0015
H 1.02453 1.42227 7.94238 0.0081 0.0137 0.0088
C -1.22536 3.86253 -4.84953 -0.0061 0.0069 0.0055
H -4.00596 -2.44577 4.54409 -0.0030 -0.0030 0.0034
I 0.12633 3.79143 -0.31867 -0.0324 0.0175 0.0305
C 5.04238 -0.48545 -4.08471 0.0090 0.0023 0.0111
P -1.10699 0.61778 -2.41096 -0.0440 0.0463 -0.0495
H -3.41893 2.37371 -2.03445 0.0096 -0.0115 -0.0047
C 2.68994 -1.25943 -2.81456 0.0278 0.0468 -0.0494
C 0.83543 1.38960 4.56318 -0.0349 -0.1189 0.0774
C 3.83275 -0.95743 -2.05787 0.0011 -0.0023 0.0101
H 5.88746 -0.36380 -2.11414 0.0034 0.0015 0.0009
H -2.66822 5.44814 -4.90937 -0.0043 0.0037 -0.0026
H 1.35985 -6.05803 1.46753 0.0031 -0.0029 -0.0002
C -2.37879 4.51956 -4.43646 0.0081 -0.0057 0.0024
H -4.06289 4.49077 -3.10813 -0.0020 0.0027 -0.0025
H 0.02998 -0.09153 -4.40246 0.0192 -0.0030 0.0098
H -1.64454 0.24186 0.43062 0.0157 0.0189 -0.0019
O -0.82799 2.22883 2.09079 0.0161 -0.0259 -0.0227
H -5.40081 -1.78170 0.38257 -0.0042 -0.0009 -0.0014
C 1.53503 2.56191 4.29575 -0.0371 -0.0183 -0.0702
I 2.73448 2.55834 -2.28727 0.0182 0.0117 -0.0137
C -1.64774 2.12439 -3.23484 -0.0011 -0.0134 0.0241
C 2.73987 -1.16920 -4.20874 -0.0018 -0.0166 0.0304
H 2.57548 4.24071 5.11926 0.0039 0.0014 0.0004
C -4.58248 -1.31419 -0.14865 -0.0085 -0.0032 -0.0118
H -3.61337 -0.58441 -3.30586 0.0055 0.0032 -0.0011
C -3.51424 -0.78291 0.55683 0.0264 0.0145 0.0301
C 0.24183 -3.19873 0.05290 -0.0175 -0.0177 0.0259
P 1.15027 -1.58109 -1.94354 -0.0090 0.0235 0.0552
C -2.46568 -0.18459 -0.12805 -0.0260 -0.0143 0.0272
C -0.70410 -0.56481 -3.74829 0.0040 -0.0298 -0.0254
C -0.84912 -1.72816 3.54503 -0.0099 0.0306 -0.0133
Ru 1.00883 0.78307 -0.92460 0.0392 -0.0524 0.0263
H -0.96477 -2.38159 -2.59703 -0.0055 0.0078 -0.0161
H -0.62306 4.27517 -5.64809 0.0071 -0.0020 -0.0049
C -2.01531 0.27146 4.20042 0.0451 0.0009 -0.0040
C 1.26616 -3.00775 -0.87556 0.0232 -0.0248 -0.0218
H -1.96199 -3.55463 3.70975 -0.0033 -0.0032 0.0027
N 1.47495 -0.28205 2.87265 0.0328 -0.0380 -0.0517
H -0.58052 -2.49158 0.12690 0.0071 0.0007 -0.0046
H 3.12419 -3.75762 -1.67289 -0.0010 0.0144 -0.0041
H 0.16040 -2.56537 -3.92960 0.0082 0.0038 0.0084
H 1.67760 2.89030 3.27081 0.0118 0.0133 0.0245
C 0.27617 -4.30080 0.88969 -0.0135 0.0280 -0.0071
C -0.85419 2.67118 -4.24656 0.0195 0.0152 -0.0077
H 3.95364 -0.73720 -5.91705 -0.0015 0.0006 -0.0033
C -3.56975 -0.64753 -2.22500 -0.0347 -0.0102 -0.0040
C -4.61390 -1.24184 -1.53809 0.0038 0.0062 0.0171
C -3.12885 -1.85904 4.30576 0.0069 -0.0045 -0.0021
H 2.06622 5.07344 -1.67894 0.0025 -0.0056 0.0179
H 5.95787 -0.19181 -4.58042 0.0034 -0.0003 -0.0027
C -2.80096 2.78722 -2.82211 -0.0226 -0.0157 0.0392
H -0.52256 -4.46009 1.60196 0.0003 -0.0023 0.0038
H 0.11130 0.07427 6.10593 -0.0216 -0.0281 -0.0219
H -3.48852 -0.82713 1.63859 -0.0048 -0.0031 0.0020
C -0.17650 -1.87077 -3.15715 -0.0510 -0.0365 -0.0027
C 5.00261 -0.57759 -2.69876 0.0044 0.0015 -0.0054
H 3.17629 -5.70330 -0.16569 -0.0002 -0.0026 0.0024
H 0.04971 2.16944 -4.57571 -0.0001 -0.0081 -0.0083
H -2.02618 1.34333 4.34852 0.0036 0.0168 0.0024
C -3.14299 -0.47952 4.48370 -0.0223 -0.0384 0.0017
```
Forces are in eV/Å.

=====

No. 2
Here is C25H17BrEuN5O3 as an isolated structure at a distorted geometry from the OMol25 dataset. Energies are from the ωB97M-V functional and the def2-TZVPD basis.

LUMO energy (alpha / beta) ... -4.0494 / -6.2407 eV
2S+1 ... 8
Charge ... +1
⟨S²⟩ ... 15.829
Gap between HOMO and LUMO (alpha / beta) ... 5.04 / 3.21 eV
Highest occupied orbital energy (alpha / beta) ... -9.0933 / -9.4467 eV

Geometry as XYZ:
```
52
Properties=species:S:1:pos:R:3:forces:R:3
C 6.28118 6.20831 18.17570 -1.4107 -0.3374 -0.1463
C 5.85313 13.96721 15.13420 0.2586 0.9664 0.4147
H 6.16727 12.83582 9.55499 0.1906 0.2667 -1.0683
H 3.57158 5.11175 10.26021 0.5666 0.3637 0.2267
C 6.28168 9.88125 16.20488 0.0298 2.0647 -4.2447
N 5.77770 7.53851 11.03785 -0.1708 -1.7895 -0.4501
C 5.60592 12.60133 15.40952 0.9791 -2.3116 -0.6528
C 6.64054 11.37690 11.00752 -0.8527 -0.0185 -0.6284
H 6.57428 10.57870 10.27021 0.4304 -0.1396 0.2258
C 6.91701 7.39674 16.14397 2.7238 -0.2658 -1.5713
C 10.28498 6.90477 8.42767 -1.0832 0.2014 -0.7080
O 7.58691 7.41600 15.03461 -1.9913 -0.0079 1.9435
H 7.38152 5.30324 16.55463 0.0088 0.4889 0.3193
C 6.52246 6.59788 10.36364 -1.8758 1.4234 0.3640
H 9.26976 6.12614 6.73322 -0.2596 -0.1912 -0.7455
H 5.03265 12.21182 16.26087 0.3523 0.8729 -0.0445
O 8.90530 7.75657 11.67758 -0.7003 0.0519 0.2613
N 5.69088 5.55980 10.05750 0.8233 -0.1406 -0.3345
H 6.01664 4.70383 9.63829 0.0324 0.0937 -0.2141
C 8.97590 7.37336 10.44048 -1.3761 -0.3853 -0.7812
C 6.55900 13.39834 12.84821 -1.0608 1.0062 1.1886
N 9.20583 9.69555 13.45029 2.2616 3.4066 2.7311
H 6.25713 5.29752 18.72617 0.1085 -0.5251 0.4810
C 7.92953 6.52167 8.37045 -0.9198 -1.1088 -0.4462
H 5.68136 14.67296 15.98411 -0.0045 -0.4932 -1.0752
H 6.67958 15.43116 13.78788 -0.2376 -0.0387 -0.0983
N 6.62966 11.05906 12.27685 0.2025 -0.8274 0.2028
C 6.36899 8.56898 16.75896 -1.6942 0.2424 -0.2052
H 6.03757 10.69394 16.87697 0.2885 -0.1207 0.4774
C 10.14749 7.47285 9.67043 1.9290 0.0614 0.3887
Br 4.02345 7.48061 19.80315 0.0913 -1.1585 0.6921
N 6.31491 10.22746 14.90042 0.1659 -0.8948 2.9132
C 5.39352 7.27235 18.57656 0.9426 0.8224 -1.2989
C 6.43427 13.70340 11.46399 0.6081 -0.4108 0.7466
C 6.49680 12.03295 13.19394 0.2587 -0.3358 1.9310
Eu 7.10838 8.56674 12.92747 1.0107 0.1518 -0.4220
C 4.47461 7.01159 11.09138 0.1613 0.2598 0.2983
O 9.83226 10.49760 14.11305 -2.2437 -2.9986 -2.4053
H 11.24572 6.87345 7.92382 -0.0387 0.1213 0.1701
C 6.39534 14.39790 13.94253 -0.2059 -1.7351 -0.5187
C 4.40314 5.79187 10.46664 0.1203 0.8023 0.4934
C 5.52239 8.44956 17.84684 0.6428 1.0490 0.2377
H 11.08904 7.92184 10.05638 -1.0451 -0.3440 0.3378
H 4.99783 9.37646 18.16248 0.3042 -0.9500 -0.1150
C 9.14153 6.47695 7.72665 0.8638 0.3464 0.8897
H 7.02944 6.21131 7.77341 0.7878 0.3265 0.8614
C 6.45296 12.68280 10.55876 -0.1161 -0.0097 0.7090
C 6.91840 6.21060 16.95786 -0.5332 -0.0893 0.4631
C 6.18080 11.59915 14.60102 -0.6939 1.9159 -1.2778
H 6.27530 14.70408 11.12474 -0.0210 0.5511 0.0395
H 3.67682 7.55990 11.60343 0.3718 -0.2985 -0.3843
C 7.82383 6.82456 9.74434 1.0202 0.0694 -0.1711
```
Forces are in eV/Å.

=====

No. 3
Here is one molecule with the formula C8H9NO at a distorted geometry from the OMol25 dataset. Energies are from the ωB97M-V functional and the def2-TZVPD basis.

LUMO energy ... 0.6879 eV
2S+1 ... 1
ΔE to the lowest compared entry with this formula, charge and spin ... 2.973 eV
Charge ... 0
Gap between HOMO and LUMO ... 9.19 eV
SMILES ... CC(=O)Nc1ccccc1
Highest occupied orbital energy ... -8.5052 eV

Geometry as XYZ:
```
19
Properties=species:S:1:pos:R:3:forces:R:3
C 2.75901 -0.06676 -0.20063 2.6427 -0.4654 -0.6995
H -3.89246 0.91172 1.13923 -2.3480 -1.2538 -0.4536
H -0.79328 -1.44710 -0.71798 0.0208 -0.2000 -0.0863
H -2.75367 1.13205 2.48467 -0.1630 -0.4705 -1.1050
H 3.80901 0.12473 -0.11173 0.3409 0.9708 0.5567
H 1.13848 -2.78202 -1.66025 0.3914 3.0789 0.6205
C 1.75751 0.65577 0.34453 -5.5626 0.4133 1.5101
C -1.99191 0.66471 0.49488 -1.6006 -0.9910 -5.0339
C -2.97258 1.28328 1.38519 2.2209 -7.1861 3.3870
H 1.57514 1.57609 1.05830 1.9122 -1.7020 -1.5357
C 1.29227 -1.66482 -1.21134 1.6285 -4.3269 -0.7141
N -0.68700 0.73282 0.78748 4.0095 2.1611 0.7422
C 0.42319 0.07743 0.14246 0.3955 0.3087 -0.3266
O -2.38607 0.16617 -0.60473 0.7180 0.6062 3.1008
C 2.60314 -1.20849 -0.97498 1.2747 -1.7771 -2.0192
H 3.67432 -1.77996 -1.50875 -3.7695 1.8665 1.8897
C 0.21607 -1.09228 -0.60474 -0.3553 1.6611 0.7114
H -3.06897 2.20369 1.37352 -0.3460 9.1463 -0.9534
H -0.31126 1.70863 1.01627 -1.4104 -1.8402 0.4088
```
Forces are in eV/Å.

=====

No. 4
Here is one molecule with the formula C3H6N2O at a distorted geometry from the OMol25 dataset. Energies are from the ωB97M-V functional and the def2-TZVPD basis.

LUMO energy ... 0.7477 eV
2S+1 ... 1
ΔE to the lowest compared entry with this formula, charge and spin ... 1.365 eV
Charge ... 0
Gap between HOMO and LUMO ... 11.22 eV
SMILES ... N#C[C@H](O)CN
Highest occupied orbital energy ... -10.4717 eV

Geometry as XYZ:
```
12
Properties=species:S:1:pos:R:3:forces:R:3
H 0.67556 1.67891 -0.27352 -0.0219 -0.0796 -0.0364
C -0.27708 -0.05824 -0.80422 -0.1062 -0.1558 -0.1153
N -1.35430 0.97572 2.12056 0.5096 -0.8775 -0.4072
O 0.98439 -1.30126 0.91288 0.1638 0.2049 -0.0436
H 1.61964 -0.59819 0.69492 -0.0629 -0.1268 -0.1031
C -0.86456 0.12072 1.51399 -0.4132 0.7819 0.5579
H -0.92830 -1.70288 0.45285 -0.0053 0.1866 0.0553
C -0.27126 -0.83092 0.53149 -0.3170 0.0443 -0.0831
H 0.99684 1.18483 -1.79050 0.1313 -0.0752 0.1823
N 0.85920 0.85470 -0.84026 -0.1106 0.2152 -0.0510
H -1.25412 0.44102 -0.88485 0.1518 -0.1276 -0.0989
H -0.18600 -0.76441 -1.63335 0.0805 0.0097 0.1431
```
Forces are in eV/Å.

=====

The highest charge belongs to which entry?
C42H37I2N2O2P2Ru